Below is 8 unconnected molecules or ions with the total composition C60H130N6O8 at a distorted geometry, with properties calculated with ωB97M-V/def2-TZVPD.

For the calculated total energy, the calculation gives -3294.1995 Eh. The SMILES is CC1(C)CCCC(C)(C)N1O.CC1(C)CCCC(C)(C)N1O.CC1(C)CCCC(C)(C)N1O.CC1(C)CCCC(C)(C)N1O.CC1(C)CCCC(C)(C)N1O.CC1(C)CCCC(C)(C)N1O.CC(C)O.CC(C)O. As for the relative energy (zero: lowest compared OMol25 entry of this formula, charge and spin): 31.38 kcal/mol. For the gap between HOMO and LUMO, the calculation gives 0.2869 Eh.

Atoms and positions in Å:
1 C -2.297 0.524 2.918
2 C -1.789 -0.502 3.956
3 C -0.293 -0.223 4.185
4 C -2.473 -0.368 5.356
5 C -3.768 -1.173 5.482
6 C -3.672 -2.602 4.939
7 C -3.064 -2.690 3.520
8 C -2.729 -4.156 3.258
9 C -4.189 -2.316 2.514
10 N -1.875 -1.872 3.477
11 O -1.143 -2.057 2.274
12 H -3.307 0.372 2.523
13 H -2.359 1.552 3.285
14 H -1.625 0.511 2.057
15 H 0.118 0.039 3.205
16 H -0.121 0.683 4.770
17 H 0.172 -1.103 4.617
18 H -1.741 -0.431 6.156
19 H -2.839 0.661 5.288
20 H -4.160 -1.262 6.495
21 H -4.504 -0.681 4.839
22 H -4.685 -3.004 4.894
23 H -3.091 -3.210 5.636
24 H -2.077 -4.638 3.994
25 H -2.160 -4.263 2.333
26 H -3.616 -4.790 3.258
27 H -5.010 -3.036 2.518
28 H -3.949 -2.347 1.442
29 H -4.557 -1.309 2.710
30 H -1.763 -1.778 1.575
31 C -3.519 -5.198 -2.884
32 C -2.028 -4.885 -2.650
33 C -1.251 -4.589 -3.941
34 C -1.973 -3.737 -1.638
35 C -0.754 -3.627 -0.695
36 C -0.410 -4.965 -0.061
37 C -0.385 -6.157 -1.054
38 C 0.964 -6.157 -1.784
39 C -0.522 -7.406 -0.176
40 N -1.524 -6.081 -1.966
41 O -1.605 -7.268 -2.741
42 H -3.761 -6.123 -3.410
43 H -3.987 -5.359 -1.909
44 H -4.077 -4.392 -3.367
45 H -0.250 -4.225 -3.685
46 H -1.142 -5.478 -4.561
47 H -1.576 -3.753 -4.567
48 H -2.013 -2.804 -2.208
49 H -2.864 -3.786 -1.010
50 H 0.056 -3.173 -1.271
51 H -1.007 -2.948 0.123
52 H -0.955 -5.187 0.859
53 H 0.593 -4.822 0.360
54 H 1.123 -5.235 -2.338
55 H 1.076 -7.036 -2.422
56 H 1.760 -6.302 -1.047
57 H -0.108 -8.267 -0.715
58 H -1.532 -7.679 0.133
59 H 0.068 -7.437 0.744
60 H -2.231 -7.792 -2.230
61 C -7.348 2.435 0.923
62 C -6.277 1.923 -0.065
63 C -4.947 1.787 0.757
64 C -6.730 0.547 -0.536
65 C -6.084 0.016 -1.799
66 C -6.099 1.009 -2.978
67 C -5.710 2.431 -2.540
68 C -4.177 2.651 -2.669
69 C -6.424 3.386 -3.535
70 N -6.180 2.791 -1.207
71 O -6.079 4.176 -0.936
72 H -8.324 2.379 0.446
73 H -7.385 1.749 1.771
74 H -7.026 3.418 1.258
75 H -4.956 1.034 1.552
76 H -4.030 1.695 0.175
77 H -4.794 2.654 1.415
78 H -6.369 -0.194 0.184
79 H -7.806 0.437 -0.682
80 H -5.026 -0.234 -1.656
81 H -6.598 -0.870 -2.177
82 H -7.139 1.121 -3.295
83 H -5.466 0.648 -3.785
84 H -3.799 1.920 -1.951
85 H -3.896 3.668 -2.399
86 H -3.858 2.464 -3.693
87 H -6.182 3.100 -4.564
88 H -5.933 4.366 -3.563
89 H -7.474 3.512 -3.291
90 H -5.147 4.250 -0.666
91 C 3.863 3.511 0.798
92 C 3.490 4.361 2.047
93 C 4.707 4.468 2.977
94 C 3.108 5.725 1.434
95 C 2.413 6.636 2.441
96 C 1.171 5.930 2.967
97 C 1.477 4.613 3.697
98 C 2.144 4.887 5.040
99 C 0.181 3.846 3.868
100 N 2.342 3.832 2.773
101 O 2.576 2.548 3.318
102 H 4.633 4.120 0.333
103 H 4.031 2.487 1.136
104 H 3.002 3.398 0.136
105 H 4.971 3.473 3.346
106 H 5.603 4.887 2.515
107 H 4.510 5.029 3.889
108 H 4.059 6.230 1.222
109 H 2.600 5.638 0.474
110 H 3.137 6.922 3.211
111 H 2.152 7.615 2.029
112 H 0.527 5.712 2.113
113 H 0.815 6.724 3.632
114 H 2.652 5.856 5.061
115 H 2.930 4.188 5.325
116 H 1.440 4.928 5.874
117 H 0.384 2.878 4.326
118 H -0.300 3.742 2.893
119 H -0.547 4.334 4.518
120 H 1.966 1.964 2.852
121 C 0.665 -1.277 -5.011
122 C 2.158 -1.458 -5.285
123 C 2.448 -2.951 -5.522
124 C 2.471 -0.591 -6.497
125 C 3.967 -0.603 -6.864
126 C 4.732 -0.060 -5.654
127 C 4.327 -0.586 -4.238
128 C 5.197 -1.859 -4.051
129 C 4.788 0.369 -3.110
130 N 2.942 -0.988 -4.155
131 O 2.479 -1.385 -2.897
132 H 0.380 -1.925 -4.177
133 H 0.287 -0.302 -4.696
134 H 0.150 -1.562 -5.929
135 H 1.683 -3.470 -6.106
136 H 3.385 -3.192 -6.029
137 H 2.548 -3.455 -4.558
138 H 1.732 -0.704 -7.291
139 H 2.333 0.461 -6.213
140 H 4.337 -1.576 -7.187
141 H 4.031 0.045 -7.742
142 H 4.697 1.032 -5.573
143 H 5.793 -0.265 -5.809
144 H 5.238 -2.432 -4.976
145 H 4.862 -2.504 -3.233
146 H 6.209 -1.616 -3.706
147 H 4.857 -0.198 -2.183
148 H 4.123 1.229 -3.010
149 H 5.790 0.743 -3.323
150 H 1.885 -0.670 -2.636
151 C 2.362 -1.217 0.567
152 C 3.657 -1.657 1.313
153 C 4.115 -3.032 0.852
154 C 4.737 -0.555 1.158
155 C 5.798 -0.568 2.301
156 C 5.054 -0.363 3.590
157 C 4.041 -1.491 3.858
158 C 4.697 -2.790 4.367
159 C 3.107 -1.031 4.984
160 N 3.179 -1.660 2.705
161 O 2.174 -2.637 2.975
162 H 1.640 -2.024 0.683
163 H 1.965 -0.299 1.005
164 H 2.524 -0.937 -0.476
165 H 4.413 -2.900 -0.196
166 H 5.073 -3.372 1.259
167 H 3.364 -3.803 0.993
168 H 5.266 -0.868 0.251
169 H 4.302 0.429 0.998
170 H 6.418 -1.450 2.154
171 H 6.356 0.324 2.002
172 H 4.591 0.621 3.686
173 H 5.822 -0.328 4.375
174 H 3.972 -3.604 4.391
175 H 5.098 -2.632 5.371
176 H 5.557 -3.162 3.802
177 H 3.536 -0.883 5.978
178 H 2.349 -1.781 5.221
179 H 2.575 -0.136 4.657
180 H 1.389 -2.179 2.648
181 C 0.124 6.705 -3.242
182 C 0.123 5.570 -2.214
183 C -1.299 5.128 -1.966
184 O 1.000 4.507 -2.586
185 H 1.117 7.033 -3.557
186 H -0.512 7.503 -2.865
187 H -0.288 6.325 -4.183
188 H 0.493 5.953 -1.255
189 H -1.877 5.899 -1.450
190 H -1.356 4.264 -1.301
191 H -1.883 4.933 -2.868
192 H 1.680 4.875 -3.156
193 C -1.070 0.189 -0.587
194 C -0.344 1.422 -1.109
195 C 0.205 2.203 0.126
196 O 0.860 1.045 -1.784
197 H -1.640 -0.231 -1.428
198 H -1.851 0.429 0.132
199 H -0.361 -0.595 -0.320
200 H -1.031 2.088 -1.633
201 H 0.838 1.647 0.819
202 H -0.628 2.366 0.836
203 H 0.522 3.226 -0.074
204 H 1.176 1.835 -2.244

Löwdin atomic charge list, values in e, 99 entries:
1 C -0.022
2 C -0.477
3 C -0.033
4 C -0.101
5 C -0.168
6 C -0.135
7 C -0.506
8 C -0.030
9 C -0.028
10 N -0.088
11 O -0.029
12 H 0.046
13 H 0.091
14 H 0.042
15 H 0.070
16 H 0.080
17 H 0.086
18 H 0.116
19 H 0.109
20 H 0.112
21 H 0.104
22 H 0.119
23 H 0.120
24 H 0.092
25 H 0.056
26 H 0.090
27 H 0.086
28 H 0.077
29 H 0.056
30 H 0.073
31 C -0.039
32 C -0.496
33 C -0.021
34 C -0.121
35 C -0.162
36 C -0.125
37 C -0.498
38 C -0.021
39 C -0.045
40 N -0.115
41 O -0.016
42 H 0.075
43 H 0.079
44 H 0.083
45 H 0.056
46 H 0.085
47 H 0.079
48 H 0.112
49 H 0.106
50 H 0.107
51 H 0.073
52 H 0.098
53 H 0.117
54 H 0.069
55 H 0.083
56 H 0.085
57 H 0.079
58 H 0.086
59 H 0.087
60 H 0.100
61 C -0.025
62 C -0.507
63 C -0.026
64 C -0.138
65 C -0.180
66 C -0.127
67 C -0.508
68 C -0.021
69 C -0.043
70 N -0.119
71 O 0.006
72 H 0.087
73 H 0.087
74 H 0.077
75 H 0.056
76 H 0.061
77 H 0.083
78 H 0.114
79 H 0.124
80 H 0.106
81 H 0.112
82 H 0.116
83 H 0.121
84 H 0.063
85 H 0.060
86 H 0.090
87 H 0.085
88 H 0.074
89 H 0.090
90 H 0.097
91 C -0.009
92 C -0.502
93 C -0.023
94 C -0.142
95 C -0.189
96 C -0.133
97 C -0.503
98 C -0.028
99 C -0.035

Below is a molecular structure, C14H6MoN2O9 at a distorted geometry, with properties calculated with ωB97M-V/def2-TZVPD.

For the calculated total energy, the calculation gives -1391.4800 Eh. As for the relative energy (zero: lowest compared OMol25 entry of this formula, charge and spin): 0.00 kcal/mol. For the gap between HOMO and LUMO, the calculation gives 0.2853 Eh. As for the charge: +2.

Atoms and positions in Å:
1 Mo 0.259 0.096 -0.366
2 O -0.043 3.467 4.774
3 C 0.030 2.815 3.645
4 C 0.030 3.427 2.371
5 C 0.122 2.613 1.278
6 N 0.203 1.280 1.379
7 C 0.210 0.688 2.578
8 C 0.122 1.397 3.740
9 C 0.334 -0.791 2.437
10 O 0.312 -1.654 3.219
11 O 0.470 -1.048 1.019
12 C 0.147 3.021 -0.176
13 O 0.004 4.084 -0.651
14 O 0.378 1.870 -0.923
15 H -0.101 4.430 4.679
16 H -0.038 4.501 2.242
17 H 0.130 0.911 4.707
18 O -3.440 -1.145 -1.242
19 C -2.278 -1.071 -1.312
20 O -1.531 -0.062 -0.619
21 C -1.289 -1.878 -2.066
22 C -1.537 -2.919 -2.937
23 C -0.433 -3.506 -3.570
24 C 0.863 -3.042 -3.320
25 C 1.007 -1.997 -2.431
26 N -0.055 -1.454 -1.830
27 C 2.268 -1.289 -1.994
28 O 3.390 -1.515 -2.230
29 O 1.868 -0.192 -1.206
30 H -2.551 -3.247 -3.124
31 H -0.585 -4.319 -4.268
32 H 1.731 -3.471 -3.802

Listed below, in e, are the natural (NBO) charges computed for each atom:
1 Mo 2.092
2 O -0.564
3 C 0.443
4 C -0.242
5 C 0.145
6 N -0.487
7 C 0.106
8 C -0.196
9 C 0.764
10 O -0.353
11 O -0.569
12 C 0.754
13 O -0.375
14 O -0.558
15 H 0.526
16 H 0.284
17 H 0.296
18 O -0.357
19 C 0.759
20 O -0.573
21 C 0.098
22 C -0.135
23 C -0.076
24 C -0.138
25 C 0.109
26 N -0.437
27 C 0.757
28 O -0.362
29 O -0.559
30 H 0.286
31 H 0.276
32 H 0.287

Below is 8 unconnected molecules or ions with the total composition C54H119N5O8 at a distorted geometry, with properties calculated with ωB97M-V/def2-TZVPD.

For the calculated total energy, the calculation gives -3004.2459 Eh. The SMILES is CC1(C)CCCC(C)(C)N1O.CC1(C)CCCC(C)(C)N1O.CC1(C)CCCC(C)(C)N1O.CC1(C)CCCC(C)(C)N1O.CC1(C)CCCC(C)(C)N1O.CC(C)O.CC(C)O.CC(C)O. As for the relative energy (zero: lowest compared OMol25 entry of this formula, charge and spin): 60.39 kcal/mol. For the gap between HOMO and LUMO, the calculation gives 0.2936 Eh.

Atoms and positions in Å:
1 C 8.969 -0.587 0.131
2 C 8.415 0.487 1.109
3 C 9.242 0.508 2.404
4 C 8.306 1.893 0.446
5 C 7.204 2.129 -0.551
6 C 5.851 1.624 0.020
7 C 5.838 0.207 0.652
8 C 4.604 0.313 1.588
9 C 5.616 -0.894 -0.371
10 N 7.027 0.075 1.491
11 O 6.964 -1.140 2.210
12 H 8.644 -0.509 -0.903
13 H 10.041 -0.739 0.269
14 H 8.570 -1.517 0.549
15 H 9.392 -0.494 2.798
16 H 10.156 1.094 2.313
17 H 8.622 1.052 3.122
18 H 8.407 2.665 1.213
19 H 9.257 1.992 -0.092
20 H 7.009 3.184 -0.735
21 H 7.466 1.574 -1.452
22 H 5.093 1.805 -0.746
23 H 5.522 2.310 0.805
24 H 3.753 0.664 0.997
25 H 4.705 1.103 2.332
26 H 4.369 -0.649 2.045
27 H 4.792 -0.637 -1.048
28 H 5.285 -1.807 0.127
29 H 6.389 -1.125 -1.105
30 H 6.742 -0.817 3.091
31 C -3.005 -2.731 -6.112
32 C -2.247 -1.678 -5.279
33 C -1.216 -2.376 -4.395
34 C -1.454 -0.699 -6.174
35 C -2.349 0.406 -6.790
36 C -3.090 1.181 -5.695
37 C -3.979 0.275 -4.830
38 C -4.386 1.173 -3.641
39 C -5.222 -0.129 -5.663
40 N -3.158 -0.879 -4.436
41 O -3.657 -1.589 -3.332
42 H -2.388 -3.485 -6.604
43 H -3.595 -3.249 -5.349
44 H -3.669 -2.383 -6.904
45 H -0.405 -2.816 -4.975
46 H -0.748 -1.564 -3.828
47 H -1.585 -3.125 -3.696
48 H -0.665 -0.244 -5.574
49 H -1.024 -1.152 -7.070
50 H -1.749 1.024 -7.464
51 H -3.080 0.027 -7.509
52 H -3.784 1.793 -6.279
53 H -2.400 1.799 -5.123
54 H -5.327 0.815 -3.218
55 H -4.617 2.176 -3.998
56 H -3.648 1.212 -2.840
57 H -5.839 0.753 -5.841
58 H -5.824 -0.927 -5.219
59 H -4.980 -0.590 -6.622
60 H -3.231 -1.149 -2.585
61 C -2.680 0.462 3.574
62 C -2.099 0.693 2.165
63 C -2.950 1.702 1.414
64 C -0.659 1.306 2.313
65 C 0.152 1.148 0.979
66 C 0.246 -0.276 0.554
67 C -1.157 -0.776 0.259
68 C -1.837 -0.202 -1.013
69 C -0.968 -2.266 -0.035
70 N -1.980 -0.603 1.451
71 O -3.289 -1.132 1.235
72 H -2.658 1.360 4.195
73 H -3.756 0.245 3.612
74 H -2.298 -0.409 4.110
75 H -4.018 1.480 1.418
76 H -2.857 2.689 1.882
77 H -2.655 1.946 0.392
78 H -0.644 2.396 2.380
79 H -0.103 0.926 3.171
80 H -0.383 1.822 0.310
81 H 1.170 1.524 1.109
82 H 0.867 -0.902 1.197
83 H 0.856 -0.316 -0.358
84 H -2.913 -0.035 -0.962
85 H -1.694 -0.882 -1.861
86 H -1.361 0.677 -1.453
87 H -0.488 -2.845 0.762
88 H -0.251 -2.379 -0.849
89 H -1.860 -2.849 -0.273
90 H -3.255 -1.777 1.951
91 C 0.990 4.806 3.859
92 C 0.056 5.139 5.052
93 C -0.888 6.257 4.663
94 C -0.719 3.810 5.333
95 C -1.184 3.678 6.774
96 C -0.166 3.954 7.878
97 C 0.599 5.279 7.614
98 C -0.197 6.465 8.170
99 C 1.986 5.051 8.279
100 N 0.946 5.443 6.190
101 O 1.876 6.459 5.915
102 H 0.618 4.073 3.150
103 H 1.652 5.597 3.504
104 H 1.779 4.267 4.405
105 H -0.331 7.198 4.564
106 H -1.313 6.166 3.662
107 H -1.697 6.504 5.354
108 H -1.673 3.794 4.805
109 H -0.138 2.924 5.073
110 H -2.029 4.376 6.846
111 H -1.700 2.720 6.891
112 H 0.529 3.115 7.921
113 H -0.626 4.076 8.858
114 H -1.124 6.695 7.648
115 H 0.481 7.316 8.051
116 H -0.404 6.344 9.233
117 H 1.922 4.963 9.367
118 H 2.656 5.889 8.088
119 H 2.437 4.156 7.858
120 H 1.334 7.264 5.913
121 C 0.954 -5.728 -0.371
122 C 2.074 -5.314 -1.353
123 C 1.787 -3.990 -2.023
124 C 3.356 -5.160 -0.525
125 C 4.627 -5.201 -1.332
126 C 4.605 -6.429 -2.230
127 C 3.364 -6.582 -3.147
128 C 3.502 -5.661 -4.387
129 C 3.398 -8.061 -3.595
130 N 2.151 -6.391 -2.347
131 O 0.961 -6.938 -2.818
132 H -0.066 -5.559 -0.730
133 H 1.098 -6.754 -0.030
134 H 0.885 -5.065 0.499
135 H 0.944 -4.062 -2.719
136 H 1.570 -3.159 -1.352
137 H 2.580 -3.731 -2.728
138 H 3.163 -4.196 -0.047
139 H 3.425 -5.897 0.280
140 H 4.694 -4.231 -1.830
141 H 5.475 -5.318 -0.655
142 H 4.747 -7.358 -1.677
143 H 5.491 -6.350 -2.869
144 H 3.960 -4.711 -4.105
145 H 2.537 -5.370 -4.804
146 H 4.112 -6.209 -5.103
147 H 4.190 -8.332 -4.296
148 H 2.546 -8.330 -4.227
149 H 3.371 -8.639 -2.673
150 H 0.610 -7.418 -2.058
151 C -5.476 -2.813 -0.293
152 C -6.339 -3.036 -1.516
153 C -6.972 -1.709 -1.913
154 O -5.567 -3.589 -2.581
155 H -4.686 -2.099 -0.522
156 H -4.995 -3.753 -0.018
157 H -6.145 -2.467 0.496
158 H -7.174 -3.725 -1.381
159 H -6.296 -1.075 -2.498
160 H -7.155 -1.072 -1.046
161 H -7.846 -1.764 -2.563
162 H -4.852 -2.957 -2.775
163 C 1.036 3.763 -4.059
164 C 0.113 3.928 -2.854
165 C -1.073 2.981 -2.904
166 O 0.887 3.706 -1.657
167 H 1.369 2.724 -3.996
168 H 1.872 4.455 -4.108
169 H 0.453 3.788 -4.983
170 H -0.340 4.919 -2.752
171 H -1.533 2.900 -1.919
172 H -0.844 1.985 -3.290
173 H -1.806 3.400 -3.596
174 H 1.321 4.540 -1.461
175 C -8.243 -0.123 1.676
176 C -7.548 0.645 2.808
177 C -7.299 2.129 2.509
178 O -8.285 0.496 4.005
179 H -7.889 -1.151 1.739
180 H -7.922 0.227 0.693
181 H -9.324 0.003 1.718
182 H -6.580 0.181 3.001
183 H -6.845 2.337 1.536
184 H -6.775 2.719 3.259
185 H -8.273 2.617 2.371
186 H -9.156 0.892 3.912

Löwdin atomic charge list, values in e, 99 entries:
1 C -0.027
2 C -0.478
3 C -0.036
4 C -0.146
5 C -0.167
6 C -0.138
7 C -0.505
8 C -0.042
9 C -0.030
10 N -0.128
11 O -0.022
12 H 0.069
13 H 0.078
14 H 0.077
15 H 0.080
16 H 0.085
17 H 0.085
18 H 0.116
19 H 0.117
20 H 0.111
21 H 0.108
22 H 0.117
23 H 0.108
24 H 0.073
25 H 0.085
26 H 0.079
27 H 0.082
28 H 0.075
29 H 0.074
30 H 0.106
31 C -0.019
32 C -0.496
33 C -0.044
34 C -0.121
35 C -0.175
36 C -0.145
37 C -0.480
38 C -0.016
39 C -0.020
40 N -0.082
41 O -0.042
42 H 0.083
43 H 0.085
44 H 0.069
45 H 0.090
46 H 0.075
47 H 0.086
48 H 0.111
49 H 0.120
50 H 0.108
51 H 0.100
52 H 0.119
53 H 0.094
54 H 0.068
55 H 0.089
56 H 0.067
57 H 0.085
58 H 0.085
59 H 0.063
60 H 0.051
61 C -0.030
62 C -0.472
63 C -0.033
64 C -0.107
65 C -0.173
66 C -0.149
67 C -0.479
68 C -0.016
69 C -0.044
70 N -0.087
71 O -0.029
72 H 0.074
73 H 0.069
74 H 0.087
75 H 0.077
76 H 0.086
77 H 0.068
78 H 0.087
79 H 0.115
80 H 0.094
81 H 0.108
82 H 0.129
83 H 0.127
84 H 0.078
85 H 0.055
86 H 0.063
87 H 0.084
88 H 0.057
89 H 0.086
90 H 0.111
91 C -0.031
92 C -0.488
93 C -0.040
94 C -0.133
95 C -0.190
96 C -0.124
97 C -0.496
98 C -0.022
99 C -0.035